ORCA calculation (wB97M-V/def2-TZVPD) on a cluster of 2 separate species, C3H9NO2S2 in total in a non-equilibrium geometry.

Calculated values
energy above the lowest of the compared OMol25 structures with the same formula, charge and spin = 281.5 kJ/mol
highest occupied orbital energy = -9.25 eV
SMILES = N[C@H](C=O)CSS.O
HOMO-LUMO gap = 9.641 eV

The geometry in ORCA input format:
```
! RIJCOSX wB97M-V def2-TZVPD def2/J DEFGRID3
* xyz 0 1
N 0.9395 0.7956 -0.4299
C -0.4181 0.2887 0.1066
C -1.3151 1.3419 0.8168
O -0.8948 2.4884 0.6348
C -0.2582 -0.7727 1.2846
S 0.4023 -2.3660 0.6507
S -0.3224 -2.3870 -1.2364
H 0.9576 1.5197 -1.1908
H 1.5932 1.0452 0.3548
H -0.8696 0.0929 -0.9321
H -2.1496 1.1337 1.4970
H -1.3301 -0.8613 1.8999
H 0.3969 -0.3749 1.9810
H 0.5692 -1.6971 -1.8576
O 1.2786 4.4369 -0.8283
H 0.7791 3.7732 -0.4405
H 1.0772 5.2973 -0.6310
*
```